Record 1
Molecular formula: C2H4FPSi
Method: DFT, wB97M-V/def2-TZVPD

Geometry (Å):
C 2.98 1.07 1.18
C 2.07 0.89 0.28
F 3.31 -1.34 -0.24
Si -0.38 -0.89 -0.36
P 3.64 0.28 -0.47
H 3.23 1.20 2.30
H 0.25 -1.54 -1.53
H -1.26 0.22 -0.51
H -0.70 -1.73 0.66

The relative energy (zero: lowest compared OMol25 entry of this formula, charge and spin) comes out at 3.5705 eV. The calculation puts the lowest unoccupied orbital energy (spin up / spin down) at -0.98 / -1.45 eV. The frontier orbital gap (spin up / spin down) is 7.1 / 6.0 eV. For the HOMO energy (spin up / spin down), the calculation gives -8.077 / -7.422 eV.

Taken from the Mulliken analysis, the atomic charges in e are: atom 1 (C): -0.27, atom 2 (C): -0.24, atom 3 (F): -0.31, atom 4 (Si): 0.51, atom 5 (P): 0.21, atom 6 (H): 0.30, atom 7 (H): -0.05, atom 8 (H): -0.06, atom 9 (H): -0.08

=====

Record 2
Molecular formula: H26O33S5Zn2
Method: DFT, wB97M-V/def2-TZVPD

Geometry (Å):
Zn 0.76 -2.84 -2.17
Zn 2.19 4.87 1.22
S -2.24 7.98 1.90
O -2.49 8.50 3.23
O -1.09 7.08 1.96
O -3.42 7.37 1.33
O -1.83 9.15 1.13
S 2.42 -7.57 -0.28
O 3.62 -8.10 -0.82
O 2.25 -6.23 -0.82
O 1.29 -8.38 -0.60
O 2.61 -7.51 1.17
S -0.72 0.39 0.05
O 0.08 1.48 0.59
O -2.06 0.57 0.46
O -0.52 0.25 -1.41
O -0.25 -0.90 0.51
S -3.74 -5.82 -2.89
O -4.98 -5.07 -2.93
O -3.81 -6.83 -1.81
O -3.72 -6.61 -4.16
O -2.56 -4.99 -2.70
S 5.98 -1.07 -2.87
O 6.76 -0.99 -1.62
O 6.76 -1.94 -3.78
O 4.58 -1.49 -2.64
O 5.94 0.26 -3.40
O 1.97 2.64 -5.00
H 2.83 2.27 -4.87
H 1.36 1.96 -4.71
O -3.59 1.37 -4.57
H -4.29 1.15 -3.95
H -2.79 1.05 -4.14
O 0.03 -4.93 3.66
H 0.08 -4.38 2.88
H 0.66 -5.63 3.51
O 5.11 3.06 -0.02
H 5.35 2.69 -0.87
H 5.69 2.62 0.60
O -6.93 -0.61 1.96
H -7.60 -0.37 1.31
H -6.11 -0.31 1.58
O 3.97 -3.01 1.78
H 3.19 -2.47 1.88
H 3.69 -3.73 1.21
O -5.97 2.87 -0.71
H -5.21 2.36 -0.46
H -6.51 2.27 -1.22
O 3.23 4.48 4.64
H 2.72 5.04 5.23
H 3.98 4.20 5.17
O 2.35 -0.97 5.59
H 3.25 -0.85 5.28
H 2.01 -1.69 5.06
O 0.90 -2.94 -5.80
H 1.04 -3.67 -6.41
H 0.65 -2.20 -6.35
O -3.77 3.62 4.27
H -4.18 4.49 4.31
H -3.53 3.52 3.35
O 1.52 5.88 -2.32
H 1.08 6.57 -2.81
H 1.42 5.10 -2.86
O -3.44 -1.27 4.99
H -3.42 -0.54 5.61
H -2.59 -1.24 4.56

The calculation puts the lowest unoccupied orbital energy at 5.85 eV. As for the total charge: -6. The frontier orbital gap is 1.3 eV. For the HOMO energy, the calculation gives 4.544 eV.

Taken from the Mulliken analysis, the atomic charges in e are: atom 1 (Zn): 0.61, atom 2 (Zn): 0.08, atom 3 (S): 1.15, atom 4 (O): -0.72, atom 5 (O): -0.59, atom 6 (O): -0.71, atom 7 (O): -0.73, atom 8 (S): 1.20, atom 9 (O): -0.64, atom 10 (O): -0.50, atom 11 (O): -0.60, atom 12 (O): -0.69, atom 13 (S): 1.16, atom 14 (O): -0.59, atom 15 (O): -0.62, atom 16 (O): -0.57, atom 17 (O): -0.58, atom 18 (S): 1.18, atom 19 (O): -0.68, atom 20 (O): -0.62, atom 21 (O): -0.69, atom 22 (O): -0.47, atom 23 (S): 1.19, atom 24 (O): -0.66, atom 25 (O): -0.72, atom 26 (O): -0.53, atom 27 (O): -0.64, atom 28 (O): -0.68, atom 29 (H): 0.35, atom 30 (H): 0.33, atom 31 (O): -0.66, atom 32 (H): 0.31, atom 33 (H): 0.35, atom 34 (O): -0.67, atom 35 (H): 0.33, atom 36 (H): 0.34, atom 37 (O): -0.61, atom 38 (H): 0.33, atom 39 (H): 0.29, atom 40 (O): -0.63, atom 41 (H): 0.29, atom 42 (H): 0.34, atom 43 (O): -0.65, atom 44 (H): 0.31, atom 45 (H): 0.34, atom 46 (O): -0.63, atom 47 (H): 0.34, atom 48 (H): 0.29, atom 49 (O): -0.58, atom 50 (H): 0.30, atom 51 (H): 0.28, atom 52 (O): -0.65, atom 53 (H): 0.32, atom 54 (H): 0.33, atom 55 (O): -0.54, atom 56 (H): 0.27, atom 57 (H): 0.28, atom 58 (O): -0.67, atom 59 (H): 0.33, atom 60 (H): 0.34, atom 61 (O): -0.62, atom 62 (H): 0.28, atom 63 (H): 0.32, atom 64 (O): -0.65, atom 65 (H): 0.31, atom 66 (H): 0.34

=====

Record 3
Molecular formula: C2H8NO
Method: DFT, wB97M-V/def2-TZVPD

Geometry (Å):
O 1.23 -0.01 2.45
H 0.83 0.12 3.31
H 2.05 -0.52 2.60
H -0.72 -1.00 -2.51
C -0.66 -0.04 -2.00
C -0.03 -0.18 -0.70
N -0.54 0.32 0.37
H -1.63 0.44 -2.01
H -0.03 0.60 -2.65
H 0.94 -0.66 -0.61
H -1.32 0.96 0.48
H -0.13 -0.04 1.26

The relative energy (zero: lowest compared OMol25 entry of this formula, charge and spin) comes out at 0.3340 eV. The calculation puts the lowest unoccupied orbital energy at -4.68 eV. As for the total charge: +1. The frontier orbital gap is 11.7 eV. For the HOMO energy, the calculation gives -16.422 eV.

Taken from the Mulliken analysis, the atomic charges in e are: atom 1 (O): -0.69, atom 2 (H): 0.33, atom 3 (H): 0.34, atom 4 (H): 0.32, atom 5 (C): -1.05, atom 6 (C): 0.31, atom 7 (N): -0.15, atom 8 (H): 0.33, atom 9 (H): 0.32, atom 10 (H): 0.36, atom 11 (H): 0.26, atom 12 (H): 0.33